No. 1
Entry from OMol25: a molecular structure, C36H55BBrCrN5OP2 at a distorted geometry (wB97M-V/def2-TZVPD).

Its net charge is +1. The calculation puts the HOMO-LUMO gap (alpha / beta) at 0.254 / 0.256 Eh. Its spin multiplicity is 4.

Each line ends with the Mulliken charge.
Atoms and positions in Å:
Cr  0.68938  -0.64550  -1.21175  0.09
C  -0.57692  0.84670  3.31875  -1.91
C  0.31478  -0.37470  3.55235  2.31
C  -0.60992  -1.52100  3.97855  -1.60
C  1.33348  -0.02660  4.65855  -2.09
P  1.11798  -0.80000  1.86025  0.50
C  2.22498  0.72670  1.71785  -1.88
N  1.63278  1.58120  0.71165  0.19
B  0.94488  1.19420  -0.47975  0.48
N  0.40698  2.38360  -1.04445  0.28
C  -0.66932  2.43530  -2.00285  -1.75
P  -1.76272  0.96070  -1.58255  1.50
C  -2.87382  0.68120  -3.13045  2.21
C  -4.09542  -0.14900  -2.72595  -2.02
C  -2.03652  -0.17040  -4.08915  -1.85
C  -3.32262  1.93530  -3.88015  -1.87
C  -2.85992  1.80780  -0.24325  2.16
C  -3.59922  0.71480  0.52965  -1.43
C  -3.87142  2.82150  -0.77435  -2.06
C  -1.96612  2.55140  0.75255  -1.57
C  0.82858  3.45600  -0.28415  0.44
C  0.63438  4.81620  -0.45565  -0.76
C  1.12598  5.67590  0.51215  -0.83
C  1.82588  5.19010  1.60555  -0.89
C  2.07168  3.83530  1.76335  -1.00
C  1.56718  2.96210  0.81485  0.52
C  2.22378  -2.34510  2.21815  2.08
C  3.47758  -2.31670  1.34335  -1.65
C  1.35868  -3.52280  1.73655  -1.96
C  2.69318  -2.61270  3.64645  -1.98
H  -1.05472  1.12640  4.25775  0.71
H  -0.00692  1.70460  2.96465  0.37
H  -1.36022  0.61040  2.60255  -0.07
H  -1.10462  -1.25080  4.91025  0.58
H  -1.38432  -1.69810  3.23265  0.12
H  -0.08082  -2.45460  4.14155  0.37
H  1.15108  -0.62980  5.54525  0.47
H  2.36468  -0.18840  4.35745  0.37
H  1.23608  1.01800  4.95145  0.38
H  2.28138  1.25260  2.67225  0.57
H  3.24218  0.42690  1.43875  0.67
H  -1.22502  3.37250  -1.91305  0.48
H  -0.31482  2.33780  -3.03305  0.70
H  -3.79682  -1.02490  -2.14845  0.30
H  -4.81342  0.43140  -2.15395  0.25
H  -4.61192  -0.49780  -3.61955  0.57
H  -1.57092  -1.00150  -3.56205  0.15
H  -2.66822  -0.57790  -4.87565  0.66
H  -1.26592  0.42570  -4.56815  0.35
H  -3.99682  2.55510  -3.30075  0.34
H  -2.47522  2.53380  -4.20795  0.33
H  -3.86722  1.62150  -4.77025  0.52
H  -4.19502  0.08470  -0.12105  0.24
H  -2.89602  0.08150  1.06435  -0.21
H  -4.26622  1.17540  1.25695  0.63
H  -4.70832  2.34290  -1.27315  0.39
H  -4.27012  3.37640  0.07425  0.46
H  -3.41322  3.54550  -1.44435  0.32
H  -1.07012  1.98910  0.98895  -0.44
H  -1.67332  3.53130  0.38865  0.51
H  -2.52782  2.70690  1.67215  0.72
H  0.12618  5.20480  -1.32325  0.53
H  0.96608  6.73890  0.40745  0.43
H  2.20408  5.88650  2.33805  0.42
H  2.66438  3.48960  2.59525  0.49
H  3.21328  -2.54280  0.31975  0.11
H  4.00518  -1.36680  1.38305  0.39
H  4.17738  -3.08050  1.67535  0.66
H  0.79338  -3.25960  0.83995  0.23
H  1.98378  -4.37910  1.48815  0.47
H  0.64888  -3.84240  2.49375  0.36
H  3.50028  -1.94130  3.92545  0.43
H  1.90768  -2.54500  4.38675  0.39
H  3.08698  -3.62730  3.68805  0.56
O  6.77888  -1.72560  -1.94365  -0.54
C  5.48978  -1.43240  -1.77425  0.56
C  5.00858  -0.19400  -1.32995  -0.78
C  3.65698  -0.01960  -1.14885  -1.30
N  2.72248  -0.97310  -1.34505  1.51
C  3.20678  -2.12710  -1.83845  -0.52
Br  1.92878  -3.47250  -2.20025  0.00
C  4.53188  -2.40560  -2.07175  -0.59
H  7.34848  -0.97360  -1.73365  0.32
H  5.68158  0.63100  -1.13725  0.43
H  3.27398  0.94390  -0.84875  0.54
H  4.83578  -3.36160  -2.45835  0.54
N  -5.59272  -5.06050  -0.36005  -0.44
C  -4.61512  -4.47800  -0.49375  -0.32
C  -3.41362  -3.75400  -0.63985  0.25
C  -2.95132  -2.93530  0.39635  -0.68
C  -1.76942  -2.25460  0.21745  0.26
N  -1.03262  -2.32350  -0.89835  1.37
C  -1.48352  -3.10560  -1.88685  -0.88
C  -2.65222  -3.83490  -1.80945  -1.00
H  -3.51012  -2.86210  1.31535  0.59
H  -1.37102  -1.61620  0.99865  -0.43
H  -0.87732  -3.16670  -2.78005  0.53
H  -2.96792  -4.46590  -2.62265  0.57
C  1.09328  -0.24070  -3.23865  -1.39
H  2.14098  -0.02030  -3.44975  0.62
H  0.54178  0.59660  -3.64865  0.55
H  0.83398  -1.12110  -3.83225  0.26

---

No. 2
Entry from OMol25: a molecular structure, C36H55MgN7O6SSi at a distorted geometry (wB97M-V/def2-TZVPD).

The calculation puts the HOMO-LUMO gap at 0.257 Eh.

Each line ends with the Mulliken charge.
Atoms and positions in Å:
Mg  -0.02595  1.54481  -0.86572  0.01
O  -1.55145  2.42046  -1.26967  0.25
C  -2.65571  3.01491  -1.58996  -0.01
C  -3.71198  2.28656  -2.17912  -0.13
C  -4.90870  2.86550  -2.53392  -0.68
C  -5.12422  4.21714  -2.30564  -0.86
C  -4.10486  4.96600  -1.75677  -0.79
C  -2.87282  4.40921  -1.41119  0.49
C  -1.82821  5.29588  -0.93441  0.33
N  -0.82867  5.03346  -0.11958  -0.20
C  -0.14890  6.20347  0.02595  -0.54
C  -0.72798  7.19061  -0.71330  -0.56
N  -1.80498  6.60852  -1.31412  -0.09
H  -3.53375  1.23873  -2.38204  0.47
H  -5.68533  2.26429  -2.98760  0.44
H  -6.06651  4.67786  -2.56433  0.38
H  -4.27277  6.02277  -1.59553  0.49
H  0.71317  6.29234  0.65895  0.44
H  -0.47919  8.22373  -0.83160  0.48
H  -2.43297  7.03286  -1.97438  0.24
C  2.16718  3.48633  0.84035  -1.54
Si  2.34164  2.21865  -0.58228  0.25
C  3.85159  1.08353  -0.00964  2.66
C  3.52059  0.52809  1.37436  -2.09
C  5.18115  1.83305  0.11265  -1.88
C  4.03624  -0.10363  -0.95217  -1.58
C  2.71147  3.24258  -2.20192  2.38
C  3.95135  4.12929  -2.08346  -1.96
C  2.89153  2.30230  -3.39237  -1.82
C  1.50720  4.13876  -2.46783  -2.25
H  3.04956  4.10537  0.98731  0.41
H  1.93257  2.98201  1.77398  0.46
H  1.32781  4.12823  0.60994  0.32
H  3.33148  1.32103  2.09273  0.46
H  4.35487  -0.06219  1.76131  0.42
H  2.63892  -0.10399  1.32959  0.41
H  5.06086  2.77066  0.65090  0.32
H  5.59937  2.04226  -0.86832  0.34
H  5.90643  1.22650  0.66099  0.51
H  3.08252  -0.59652  -1.12680  0.16
H  4.72921  -0.82593  -0.51824  0.22
H  4.44305  0.20090  -1.91387  0.38
H  4.85744  3.53061  -2.09116  0.37
H  3.92783  4.71782  -1.16951  0.29
H  4.00291  4.81995  -2.92564  0.54
H  3.81210  1.72958  -3.29566  0.38
H  2.95222  2.86290  -4.32613  0.48
H  2.05286  1.60398  -3.46989  0.22
H  1.42008  4.91289  -1.71008  0.31
H  0.57863  3.56701  -2.46737  0.32
H  1.60835  4.62516  -3.43776  0.64
C  5.19007  -3.76893  2.53069  -1.31
C  4.58330  -3.29018  1.21364  -0.04
N  3.82045  -4.30470  0.51956  0.33
C  4.54620  -5.42059  -0.07041  -0.85
C  4.32944  -6.71491  0.70585  -1.13
C  2.50962  -4.18928  0.21117  -0.10
O  1.92576  -4.96195  -0.52550  -0.67
C  1.75769  -3.05391  0.84069  -0.42
C  1.47306  -3.02459  2.20158  0.24
C  0.71633  -1.97622  2.70082  -1.41
C  0.27364  -1.00008  1.81957  -0.41
N  0.51139  -1.03826  0.51672  0.79
C  1.21840  -2.05001  0.04243  -0.59
H  5.73300  -2.94648  2.99085  0.42
H  5.88943  -4.58518  2.36856  0.33
H  4.41395  -4.10144  3.21482  0.27
H  5.39586  -2.95957  0.55553  0.42
H  3.93597  -2.43172  1.40042  -0.14
H  5.60661  -5.16511  -0.10511  0.43
H  4.18047  -5.55507  -1.09289  0.44
H  4.62857  -6.60300  1.74516  0.28
H  4.91450  -7.51328  0.25745  0.40
H  3.27820  -6.98626  0.66711  0.31
H  1.83010  -3.81163  2.84939  0.58
H  0.46780  -1.92323  3.75019  0.53
H  -0.29063  -0.13966  2.16193  0.49
H  1.37837  -2.07596  -1.02595  0.72
C  -8.36329  -2.08764  2.98308  -1.37
C  -6.94542  -1.76420  2.56761  -0.32
S  -6.05428  -3.35381  2.40789  1.25
O  -5.88592  -3.90553  3.72118  -0.68
O  -6.71220  -4.14654  1.41098  -0.64
C  -4.39302  -2.90927  1.76324  -0.44
C  -4.54042  -2.56149  0.29505  -1.33
N  -3.31499  -2.08139  -0.29792  0.45
C  -2.83629  -0.81101  -0.25596  0.33
N  -1.76898  -0.67205  -1.01696  0.45
C  -1.53937  -1.86234  -1.59306  -0.95
C  -2.48224  -2.77017  -1.15734  0.00
N  -2.56794  -4.14305  -1.45714  1.06
O  -2.00862  -4.51892  -2.46426  -0.61
O  -3.18066  -4.85913  -0.68372  -0.63
C  -3.44832  0.28180  0.52889  -1.23
H  -8.96373  -1.18457  3.06357  0.39
H  -8.35560  -2.59826  3.94202  0.36
H  -8.81227  -2.74829  2.24607  0.37
H  -6.41592  -1.18334  3.31600  0.40
H  -6.91358  -1.27361  1.60030  0.31
H  -3.76906  -3.78987  1.89849  0.36
H  -4.02309  -2.08781  2.36907  0.28
H  -5.30371  -1.79011  0.16467  0.30
H  -4.86593  -3.46546  -0.22463  0.55
H  -0.73064  -2.04391  -2.27243  0.59
H  -4.49405  0.41628  0.25692  0.44
H  -2.90724  1.19895  0.30666  -0.32
H  -3.39800  0.07967  1.59737  0.46